{"formula": "C26H28N2S2SiTi", "method": "wB97M-V/def2-TZVPD", "elements": ["C", "C", "C", "H", "C", "C", "H", "H", "H", "H", "Ti", "C", "H", "H", "H", "Si", "C", "C", "H", "C", "H", "C", "H", "C", "H", "C", "H", "C", "C", "H", "C", "H", "C", "H", "C", "H", "C", "H", "H", "H", "C", "C", "N", "C", "C", "S", "C", "C", "S", "C", "N", "C", "H", "H", "H", "H", "H", "H", "H", "H"], "positions_angstrom": [[-1.55867, -1.37146, 0.47187], [-0.79255, -1.36285, -0.82087], [0.34343, -2.30611, -0.56513], [-1.32554, -1.49952, -1.77179], [0.07083, -3.03457, 0.59964], [-1.12723, -2.47519, 1.23223], [-1.65312, -2.89706, 2.08024], [-2.43718, -0.75431, 0.65899], [1.10313, -2.50961, -1.31540], [0.62272, -3.91921, 0.89196], [0.43052, -0.99107, 1.38752], [1.84101, 2.89582, -1.91354], [2.52418, 2.15204, -1.49980], [2.37807, 3.57280, -2.59381], [1.07808, 2.39210, -2.51840], [-0.10251, 0.41191, -1.07484], [-1.59726, 1.50521, -1.45204], [-2.79446, 0.86148, -1.83122], [-2.85317, -0.23043, -1.83929], [-3.92980, 1.60195, -2.17894], [-4.83973, 1.07562, -2.46832], [-3.90459, 2.99958, -2.14786], [-4.79323, 3.57052, -2.41789], [-2.72462, 3.65168, -1.76302], [-2.69924, 4.74348, -1.73052], [-1.58525, 2.91441, -1.41789], [-0.68352, 3.44579, -1.10730], [0.91333, 0.05893, -2.60224], [0.35831, 0.32600, -3.86294], [-0.61674, 0.81679, -3.94139], [1.06518, -0.03247, -5.01995], [0.61780, 0.15781, -5.99863], [2.32487, -0.63290, -4.91867], [2.85365, -0.95522, -5.82097], [2.90908, -0.82443, -3.65963], [3.89966, -1.27288, -3.57701], [2.21693, -0.45638, -2.49695], [2.68595, -0.57431, -1.51117], [0.87981, 0.47558, 0.20671], [1.36835, 3.45492, -1.08872], [0.18476, -4.72629, 3.11355], [0.47899, -3.41159, 3.74938], [0.63572, -2.17302, 3.26729], [0.93035, -1.26840, 4.32478], [1.00552, -1.86959, 5.56764], [0.65818, -3.54633, 5.49933], [0.88811, 0.13911, 4.10095], [1.05229, 1.18083, 4.99274], [0.67664, 2.72398, 4.29718], [0.30777, 1.90781, 2.79596], [0.44113, 0.58648, 2.84282], [-0.09123, 2.61715, 1.56269], [0.11009, -5.46854, 3.92634], [-0.78459, -4.70893, 2.59930], [0.99793, -5.03913, 2.44248], [1.19336, -1.31741, 6.47743], [1.37169, 1.03047, 6.01419], [-0.19982, 3.68183, 1.79832], [0.71453, 2.48612, 0.82675], [-1.03788, 2.19103, 1.19788]], "atomic_forces_ev_per_a": [[0.305, 0.267, 0.508], [-0.124, 1.771, -0.923], [0.387, 0.034, 0.742], [-0.258, -0.713, 0.050], [-1.686, -0.186, -0.669], [0.401, -1.511, -0.751], [0.227, 0.245, -0.010], [0.196, -0.344, -0.025], [-0.155, -0.080, 0.397], [-0.081, 0.431, 0.041], [-0.401, -0.707, -0.169], [-0.141, 0.362, -0.136], [-0.003, 0.108, -0.131], [-0.078, -0.101, 0.459], [0.284, 0.326, 0.303], [-0.179, -1.823, -0.625], [0.033, 0.534, 0.476], [0.058, 0.173, 0.119], [-0.035, 0.444, -0.058], [0.167, 0.073, 0.037], [0.232, 0.155, 0.069], [0.476, -0.264, 0.112], [0.268, -0.137, 0.086], [-0.049, -0.145, -0.013], [0.032, -0.358, -0.003], [-0.408, -0.059, -0.107], [-0.368, -0.129, -0.183], [0.588, 0.727, 0.158], [0.433, -0.421, -0.144], [0.293, -0.226, -0.028], [-0.095, -0.008, 0.192], [0.204, -0.092, 0.296], [-0.122, 0.030, 0.182], [-0.179, 0.206, 0.354], [-0.237, 0.041, 0.188], [-0.227, 0.163, -0.073], [-0.127, -0.136, -0.682], [-0.181, -0.030, -0.453], [-0.559, 0.573, -1.099], [0.320, -0.025, -0.420], [-0.138, -0.355, -0.014], [0.402, 1.207, 1.012], [0.425, -0.451, 1.834], [-0.380, -2.978, 1.237], [-0.070, 0.699, -0.812], [0.347, 1.246, -1.273], [-0.547, 2.954, -0.388], [0.112, -0.936, -0.410], [-0.017, -1.724, -0.753], [0.358, -0.854, 0.839], [0.561, 1.054, 0.920], [-0.008, 0.444, 0.302], [0.055, 0.191, -0.454], [0.443, -0.118, -0.067], [-0.398, 0.039, 0.195], [-0.081, -0.308, 0.082], [-0.059, 0.406, -0.035], [-0.150, -0.183, -0.334], [-0.409, 0.194, 0.105], [0.342, 0.305, -0.050]], "mulliken_charge": [-1.226, 0.283, -1.522, 1.188, -0.449, -0.756, 0.463, 0.523, 0.615, 0.316, 0.549, -0.607, 0.210, 0.390, 0.107, 0.144, 1.149, -0.340, 0.225, -0.762, 0.417, -0.609, 0.389, -0.700, 0.414, -0.003, 0.264, 0.156, -0.015, 0.361, -0.721, 0.422, -0.573, 0.379, -0.741, 0.419, -0.173, 0.366, -0.257, 0.228, -1.400, 0.730, 0.088, -0.021, -0.579, -0.117, 0.044, -0.482, -0.109, 0.064, -0.084, -0.265, 0.531, 0.334, 0.300, 0.346, 0.412, 0.560, 0.016, 0.110], "total_charge": 1, "spin_multiplicity": 2, "homo_energy_ha": [-0.3314, -0.3160], "orbital_gap_ev": [5.931, 5.546]}